47
Properties=species:S:1:pos:R:3 method="wB97M-V/def2-TZVPD" spin_multiplicity=1 e_homo_ev=-8.34 max_force_ev_per_a=0.45 smiles="CN(C(=O)c1ccc(Cl)c(Cl)c1)[C@@H]1CCCC[C@@H]1N1CCCC1" lumo_energy_ha=0.023 energy_ha=-1805.44224
C -0.99823 0.19743 1.03072
N -0.74511 -0.85337 0.07325
C -1.74100 -1.52183 -0.54586
O -1.55417 -2.44372 -1.32174
C -3.14463 -1.07930 -0.24039
C -4.02377 -1.96060 0.37748
C -5.34286 -1.60205 0.58380
C -5.80138 -0.36484 0.15678
Cl -7.44673 0.07635 0.41479
C -4.93003 0.51208 -0.48394
Cl -5.48839 2.04714 -1.03338
C -3.60628 0.15433 -0.68077
C 0.62391 -1.19748 -0.28190
C 1.37690 -1.87134 0.87143
C 2.87730 -1.98386 0.56920
C 3.14321 -1.90305 -0.92956
C 2.74289 -0.53423 -1.48230
C 1.36997 -0.02877 -0.96085
N 1.40671 1.19231 -0.17706
C 2.33332 1.36601 0.92234
C 2.05463 2.80526 1.34506
C 1.87444 3.52506 0.00424
C 1.49285 2.40616 -0.97786
H -1.01718 1.17660 0.54997
H -0.20461 0.20589 1.77244
H -1.94750 0.02310 1.53583
H -3.66990 -2.92943 0.69370
H -6.02725 -2.27926 1.06972
H -2.94391 0.83773 -1.18842
H 0.50474 -1.95117 -1.06909
H 1.22578 -1.33432 1.80819
H 0.94652 -2.86652 1.00186
H 3.42384 -1.17840 1.06155
H 3.26208 -2.92570 0.96370
H 4.20516 -2.06864 -1.12405
H 2.59050 -2.69224 -1.44107
H 3.50842 0.19436 -1.20908
H 2.72403 -0.58461 -2.57196
H 0.75027 0.23494 -1.82751
H 2.13126 0.65686 1.72308
H 3.39116 1.26791 0.62474
H 2.85787 3.22804 1.94543
H 1.12990 2.84258 1.92076
H 1.10660 4.29402 0.06119
H 2.80476 4.00087 -0.30477
H 0.52521 2.58647 -1.45536
H 2.24867 2.32326 -1.77429